Entry 1:
DFT (ωB97M-V/def2-TZVPD) results for a cluster of 12 separate species, C4H33N2O12 in total.

The geometry in XYZ format:
```
51
Properties=species:S:1:pos:R:3
N -0.823 -0.992 -1.802
C -1.210 -0.025 -0.722
C 0.028 0.125 0.132
C -1.760 1.230 -1.416
N -2.650 2.145 -0.776
C -3.272 2.097 0.452
O -1.560 1.443 -2.633
H -1.520 -1.538 -2.142
H -0.548 -0.326 -2.606
H 0.024 -1.398 -1.551
H -1.996 -0.443 -0.090
H 0.357 -0.891 0.260
H 0.763 0.673 -0.435
H -0.218 0.418 1.181
H -3.048 2.887 -1.349
H -3.585 0.969 0.772
H -4.361 2.378 0.202
H -2.709 2.454 1.312
H -0.957 -3.134 0.026
H -2.013 -4.142 -0.267
O -1.614 -3.445 -0.713
H 2.656 -1.075 0.797
H 2.361 -0.831 2.088
O 2.551 -1.574 1.554
H -0.610 -3.764 -2.708
H 0.864 -3.808 -3.135
O 0.141 -3.273 -2.753
H 1.200 2.875 3.041
H -0.058 2.883 2.297
O 0.444 2.136 2.808
H 1.979 0.191 4.120
H 0.762 0.538 3.290
O 1.239 -0.293 3.566
H -0.442 -2.625 2.333
H -1.870 -3.058 2.149
O -1.200 -2.723 1.659
H 1.190 -3.673 2.944
H 1.154 -2.094 3.035
O 0.614 -2.937 3.296
H 0.634 3.778 -0.031
H -0.627 3.241 0.283
O 0.024 3.784 0.688
H 3.883 1.788 -1.072
H 3.866 1.965 -2.542
O 3.398 1.492 -1.877
H 1.479 2.718 -2.185
H -0.014 2.252 -1.957
O 0.660 2.933 -1.656
H 2.133 -0.786 -3.318
H 2.449 0.148 -2.188
O 1.813 -0.692 -2.361
```

Calculated values
Net charge: +1
Kohn-Sham gap in eV: 10.6
Energy above the lowest of the compared OMol25 structures with the same formula, charge and spin in kcal per mole: 110.9
E_HOMO in eV: -13.34

Results of the Löwdin charge analysis, in e, for atoms 1 through 6: 0.206, -0.217, -0.012, -0.347, -0.001, -0.121

=====

Entry 2:
DFT (ωB97M-V/def2-TZVPD) results for a cluster of 9 separate species, C68H90BN2O4SSi in total.

The geometry in XYZ format:
```
167
Properties=species:S:1:pos:R:3
C -1.583 -2.824 2.378
C -2.969 -2.144 1.844
C -3.086 -0.606 2.376
C -3.051 0.421 1.100
C -4.029 1.676 1.318
N -1.622 0.768 0.830
C -0.685 -0.001 -0.027
C -0.930 -1.317 -0.893
C -2.179 -1.130 -1.918
O -1.908 -1.597 -3.257
Si -3.051 -2.796 -3.782
C -2.419 -4.514 -3.178
C -2.964 -2.818 -5.721
C -4.869 -2.432 -3.322
C 0.736 0.613 -0.047
C 2.069 0.087 -0.805
C 2.833 -0.853 0.284
C 3.844 -1.921 -0.377
O 4.548 -1.342 -1.506
N 0.572 1.774 0.833
B 1.778 2.630 1.100
O 2.180 3.516 0.019
O 2.539 2.557 2.335
C 2.589 3.851 3.007
C -0.777 1.826 1.316
C -1.194 2.982 2.333
C -1.354 4.370 1.515
C -1.476 4.205 -0.076
S -2.110 5.804 -0.860
H -0.664 -2.176 2.132
H -1.707 -2.942 3.508
H -1.396 -3.837 1.847
H -2.965 -2.213 0.702
H -3.849 -2.796 2.207
H -2.198 -0.365 3.054
H -4.108 -0.500 2.876
H -3.501 -0.192 0.226
H -4.016 1.971 2.433
H -5.101 1.292 1.110
H -3.833 2.569 0.636
H -1.058 -2.272 -0.249
H 0.005 -1.518 -1.540
H -2.354 0.015 -1.976
H -3.083 -1.612 -1.411
H -1.268 -4.479 -3.300
H -2.617 -4.551 -2.043
H -2.882 -5.397 -3.747
H -2.047 -2.269 -6.125
H -3.897 -2.231 -6.076
H -3.079 -3.879 -6.150
H -5.275 -1.433 -3.695
H -5.499 -3.330 -3.671
H -4.928 -2.445 -2.162
H 2.778 0.960 -1.073
H 1.827 -0.452 -1.781
H 1.989 -1.465 0.794
H 3.318 -0.237 1.120
H 4.651 -2.155 0.425
H 3.355 -2.944 -0.605
H 5.399 -1.823 -1.594
H 3.146 3.708 0.112
H 1.713 3.971 3.746
H 2.507 4.739 2.271
H 3.616 3.907 3.530
H -2.117 2.701 2.955
H -0.316 3.092 3.081
H -2.225 4.948 1.985
H -0.382 4.971 1.708
H -2.197 3.392 -0.427
H -0.464 3.986 -0.596
H -3.215 5.517 -1.652
C -5.644 1.153 6.202
C -6.957 1.243 6.655
C -7.708 2.384 6.391
C -7.150 3.432 5.665
C -5.838 3.341 5.208
C -5.084 2.203 5.480
H -5.057 0.264 6.411
H -7.394 0.423 7.215
H -8.729 2.457 6.750
H -7.737 4.320 5.454
H -5.404 4.158 4.640
H -4.059 2.134 5.129
C -8.780 0.093 0.503
C -7.883 -0.261 1.507
C -6.983 -1.303 1.303
C -6.974 -1.985 0.089
C -7.868 -1.629 -0.917
C -8.774 -0.593 -0.709
H -9.484 0.903 0.664
H -7.886 0.276 2.451
H -6.289 -1.583 2.088
H -6.269 -2.795 -0.073
H -7.859 -2.160 -1.863
H -9.475 -0.320 -1.491
C 7.256 -0.557 1.539
C 6.110 0.176 1.247
C 5.689 1.182 2.113
C 6.421 1.461 3.264
C 7.569 0.729 3.552
C 7.984 -0.283 2.692
H 7.581 -1.344 0.865
H 5.542 -0.037 0.347
H 4.792 1.750 1.890
H 6.096 2.248 3.936
H 8.140 0.948 4.449
H 8.876 -0.857 2.920
C 8.005 -0.350 -3.617
C 8.317 -0.566 -2.277
C 9.552 -1.101 -1.927
C 10.482 -1.412 -2.916
C 10.172 -1.192 -4.255
C 8.933 -0.665 -4.606
H 7.040 0.065 -3.890
H 7.594 -0.317 -1.506
H 9.792 -1.276 -0.883
H 11.447 -1.825 -2.642
H 10.897 -1.433 -5.025
H 8.690 -0.499 -5.650
C 4.618 -6.207 -1.859
C 5.516 -7.256 -1.690
C 6.875 -7.052 -1.913
C 7.337 -5.796 -2.296
C 6.439 -4.746 -2.461
C 5.079 -4.952 -2.247
H 3.558 -6.367 -1.688
H 5.157 -8.233 -1.385
H 7.574 -7.872 -1.788
H 8.396 -5.636 -2.465
H 6.799 -3.765 -2.758
H 4.378 -4.134 -2.381
C -1.326 5.023 5.860
C -2.681 5.046 6.172
C -3.158 5.926 7.138
C -2.280 6.791 7.785
C -0.924 6.770 7.470
C -0.446 5.883 6.510
H -0.955 4.332 5.109
H -3.365 4.377 5.663
H -4.214 5.939 7.386
H -2.653 7.481 8.534
H -0.240 7.446 7.973
H 0.612 5.863 6.269
C 13.302 -3.968 -7.912
C 11.997 -3.875 -7.440
C 11.245 -2.731 -7.691
C 11.797 -1.683 -8.423
C 13.102 -1.778 -8.897
C 13.856 -2.918 -8.639
H 13.889 -4.859 -7.713
H 11.564 -4.694 -6.875
H 10.229 -2.655 -7.317
H 11.210 -0.792 -8.623
H 13.531 -0.961 -9.469
H 14.875 -2.989 -9.004
C -13.089 1.995 -2.426
C -12.733 0.730 -1.968
C -12.629 0.488 -0.602
C -12.891 1.509 0.307
C -13.250 2.773 -0.151
C -13.346 3.018 -1.517
H -13.167 2.185 -3.492
H -12.536 -0.067 -2.677
H -12.345 -0.497 -0.245
H -12.814 1.319 1.373
H -13.456 3.568 0.558
H -13.621 4.004 -1.874
```

Calculated values
Net charge: +1
Kohn-Sham gap in eV: 7.9
E_HOMO in eV: -10.38

Results of the Löwdin charge analysis, in e, for atoms 1 through 6: -0.127, -0.224, -0.115, -0.260, -0.032, 0.079

=====

Entry 3:
DFT (ωB97M-V/def2-TZVPD) results for a structure of composition C6H8AlCl2N2O3STl.

The geometry in XYZ format:
```
24
Properties=species:S:1:pos:R:3
Al -1.593 -0.596 -2.378
Tl 3.207 -0.381 -0.384
Cl -2.532 1.261 -1.798
Cl 3.332 0.476 -2.834
C 1.065 1.642 -1.128
C -0.324 -2.014 -3.482
C -0.965 0.523 -4.180
O 0.808 2.652 -1.595
O 0.664 -2.526 -3.782
O -0.530 1.035 -5.116
C -1.612 0.698 2.363
N -1.033 0.469 1.037
C -0.233 -0.548 0.750
S 0.062 -1.093 -0.925
N 0.458 -1.209 1.704
C 1.142 -0.509 2.810
H -1.635 -0.220 2.967
H -2.644 1.042 2.234
H -1.038 1.471 2.882
H -1.536 0.885 0.236
H 0.966 -2.016 1.326
H 0.447 -0.321 3.636
H 1.943 -1.165 3.173
H 1.582 0.446 2.484
```

Calculated values
Net charge: +4
Kohn-Sham gap (spin up / spin down) in eV: 3.8 / 3.7
Energy above the lowest of the compared OMol25 structures with the same formula, charge and spin in kcal per mole: 0.0
E_HOMO (spin up / spin down) in eV: -24.52 / -24.11

Results of the Löwdin charge analysis, in e, for atoms 1 through 6: 0.103, 1.086, 0.508, 0.396, -0.090, 0.034

=====

Entry 4:
DFT (ωB97M-V/def2-TZVPD) results for a structure of composition C28H35N5P2PbSe.

The geometry in XYZ format:
```
72
Properties=species:S:1:pos:R:3
Pb -0.160 -2.860 5.062
C -1.153 2.314 4.829
C -1.609 1.641 3.770
C -0.909 1.369 2.485
C 0.247 0.355 2.462
C 1.509 0.722 3.180
C 1.763 1.847 3.840
C 1.047 3.151 3.774
C -0.052 3.322 4.852
C 1.699 -2.180 6.019
H -1.560 2.077 5.823
H -2.547 1.089 3.870
H -0.592 2.285 1.986
H -1.716 0.922 1.894
H -0.134 -0.623 2.796
H 0.513 0.220 1.400
H 2.286 -0.056 3.147
H 2.690 1.907 4.432
H 0.647 3.384 2.781
H 1.783 3.928 4.027
H 0.384 3.260 5.862
H -0.450 4.352 4.754
H 1.546 -1.875 7.063
H 2.115 -1.358 5.431
H 2.302 -3.097 5.989
P 1.402 -1.206 -2.140
P -1.959 -0.818 -1.876
N 2.837 -0.175 -2.262
N 2.072 -2.452 -3.229
N -2.124 0.949 -1.853
N -3.628 -1.074 -2.425
C 0.372 -0.329 -3.418
C -1.074 -0.849 -3.505
C 3.423 0.405 -1.126
C 4.447 1.246 -1.529
C 4.496 1.208 -2.958
C 3.481 0.357 -3.382
C 2.232 -3.780 -2.808
C 2.743 -4.527 -3.860
C 2.905 -3.642 -4.974
C 2.459 -2.389 -4.570
C -1.767 1.611 -0.678
C -1.868 2.979 -0.870
C -2.233 3.182 -2.238
C -2.338 1.925 -2.826
C -4.446 -0.356 -3.307
C -5.554 -1.131 -3.638
C -5.422 -2.377 -2.940
C -4.247 -2.318 -2.208
H 0.855 -0.416 -4.402
H 0.414 0.731 -3.113
H -1.616 -0.243 -4.245
H -1.097 -1.905 -3.819
H 3.045 0.151 -0.146
H 5.085 1.834 -0.880
H 5.180 1.742 -3.606
H 3.169 0.110 -4.381
H 1.955 -4.050 -1.802
H 2.972 -5.586 -3.842
H 3.305 -3.877 -5.949
H 2.367 -1.476 -5.140
H -1.446 1.009 0.152
H -1.705 3.734 -0.110
H -2.403 4.132 -2.729
H -2.537 1.664 -3.856
H -4.210 0.648 -3.601
H -6.346 -0.847 -4.317
H -6.108 -3.213 -2.978
H -3.781 -3.022 -1.540
Se -1.018 0.301 8.200
C -0.977 -1.407 7.767
N -0.961 -2.549 7.431
```

Calculated values
Net charge: 0
Kohn-Sham gap in eV: 6.2
Energy above the lowest of the compared OMol25 structures with the same formula, charge and spin in kcal per mole: 0.9
E_HOMO in eV: -7.85

Results of the Löwdin charge analysis, in e, for atoms 1 through 6: 1.174, -0.119, -0.095, -0.228, -0.186, -0.125

=====

Entry 5:
DFT (ωB97M-V/def2-TZVPD) results for a structure of composition C13H12Br6N2O2.

The geometry in XYZ format:
```
35
Properties=species:S:1:pos:R:3
C -0.623 -12.952 -0.508
Br -2.310 -13.585 0.432
Br 0.666 -11.995 0.694
Br -0.991 -11.846 -2.091
H 0.017 -13.777 -0.822
C 0.096 -5.805 -1.350
Br -0.395 -4.010 -2.145
Br 0.380 -5.566 0.523
Br 1.677 -6.494 -2.295
H -0.800 -6.372 -1.601
C 0.286 5.630 -2.058
C 0.043 4.339 -2.423
C -1.158 3.721 -2.056
C -2.003 4.291 -1.125
C -1.667 5.587 -0.684
C -0.607 6.265 -1.244
N -3.154 3.596 -0.493
O -3.522 2.594 -0.938
O -3.618 4.152 0.533
H 1.166 6.146 -2.412
H 0.741 3.884 -3.111
H -1.376 2.742 -2.457
H -2.110 6.128 0.139
H -0.541 7.284 -0.895
N 3.018 3.453 2.674
C 1.865 3.621 3.399
C 0.784 2.720 3.373
C 0.849 1.609 2.463
C 2.042 1.392 1.721
C 3.064 2.356 1.789
H 2.039 4.425 4.098
H -0.016 2.821 4.091
H 0.029 0.909 2.401
H 2.129 0.502 1.116
H 4.000 2.233 1.264
```

Calculated values
Net charge: 0
Kohn-Sham gap in eV: 9.0
Energy above the lowest of the compared OMol25 structures with the same formula, charge and spin in kcal per mole: 37.0
E_HOMO in eV: -9.65

Results of the Löwdin charge analysis, in e, for atoms 1 through 6: -1.480, 0.496, 0.495, 0.526, -0.037, -1.549

=====

Entry 6:
DFT (ωB97M-V/def2-TZVPD) results for a cluster of 2 separate species, C2H8N2O2S in total.

The geometry in XYZ format:
```
15
Properties=species:S:1:pos:R:3
C 1.780 -1.552 -0.347
C -1.240 1.323 1.869
N 0.430 -0.448 -1.796
N 0.653 -1.128 -0.704
O -1.205 -1.268 1.269
O -2.065 0.334 -0.449
S -2.219 0.004 0.973
H 2.624 -1.430 -1.096
H -0.392 -1.361 0.551
H 1.751 -2.140 0.574
H -0.510 0.712 2.276
H -0.835 2.019 1.150
H -1.784 1.900 2.680
H -0.563 -0.236 -1.758
H 0.902 -0.393 -2.644
```

Calculated values
Net charge: 0
Kohn-Sham gap (spin up / spin down) in eV: 6.4 / 7.1
Energy above the lowest of the compared OMol25 structures with the same formula, charge and spin in kcal per mole: 54.9
Multiplicity: 3
E_HOMO (spin up / spin down) in eV: -5.48 / -9.09

Results of the Löwdin charge analysis, in e, for atoms 1 through 6: -0.105, -0.210, 0.158, -0.216, -0.425, -0.542

=====

Entry 7:
DFT (ωB97M-V/def2-TZVPD) results for a structure of composition C40H50N2O4P2RuSeSi2.

The geometry in XYZ format:
```
102
Properties=species:S:1:pos:R:3
Ru -1.136 -0.703 0.324
C -1.881 5.634 2.996
C -2.280 4.981 1.676
C -1.607 5.390 0.539
C -2.300 5.436 -0.726
C -1.926 6.383 -1.839
C -3.301 4.481 -0.917
C -4.082 4.041 0.193
C -5.427 3.492 -0.082
C -3.509 4.288 1.448
H -1.238 6.571 2.896
H -1.351 4.916 3.648
H -2.808 5.892 3.527
H 0.327 5.588 -0.451
H -2.520 7.300 -1.836
H -2.187 5.842 -2.744
H -0.867 6.634 -1.844
H -3.607 4.245 -1.923
H -5.788 2.882 0.747
H -5.464 2.901 -0.993
H -6.136 4.314 -0.210
H -3.996 3.841 2.308
C 3.001 -0.848 -4.132
Si 1.227 -0.491 -3.702
C 0.151 -1.989 -4.021
C 0.614 1.040 -4.643
N 1.468 -0.324 -1.921
P 0.861 -0.377 -0.543
C 0.278 -1.837 0.205
P 0.537 -3.583 0.002
N -0.250 -4.158 -1.219
Si -1.669 -4.947 -1.669
C -3.293 -4.308 -0.861
C -1.533 -6.787 -0.982
C -1.900 -4.882 -3.506
C 0.281 -4.437 1.578
C 1.013 -5.651 1.790
C 1.077 -6.204 3.030
C 0.374 -5.627 4.142
C -0.494 -4.583 3.891
C -0.537 -3.954 2.636
C 2.317 -3.681 -0.197
C 2.870 -4.089 -1.436
C 4.269 -4.124 -1.536
C 5.068 -3.728 -0.435
C 4.521 -3.321 0.776
C 3.123 -3.283 0.877
C 1.869 0.473 0.704
C 3.012 1.139 0.322
C 3.857 1.637 1.358
C 3.495 1.431 2.712
C 2.266 0.880 3.022
C 1.455 0.356 2.025
C -0.122 5.845 0.586
C 0.690 5.204 1.634
C 1.882 5.733 1.908
C 2.115 7.134 1.763
C 1.175 7.903 1.011
C -0.012 7.346 0.620
H 3.232 -0.582 -5.136
H 3.074 -1.918 -4.039
H 3.765 -0.456 -3.433
H 0.634 -2.512 -4.879
H -0.870 -1.765 -4.257
H 0.252 -2.759 -3.237
H 0.465 0.762 -5.701
H 1.398 1.756 -4.601
H -0.302 1.549 -4.316
H -3.066 -3.976 0.116
H -4.150 -5.016 -0.823
H -3.679 -3.452 -1.420
H -1.248 -6.882 0.096
H -0.784 -7.238 -1.632
H -2.486 -7.275 -1.125
H -1.123 -4.474 -4.103
H -2.905 -4.445 -3.716
H -2.018 -5.902 -3.843
H 1.672 -6.035 0.979
H 1.632 -7.140 3.150
H 0.530 -6.076 5.113
H -1.082 -4.213 4.694
H -1.125 -3.026 2.592
H 2.260 -4.476 -2.240
H 4.784 -4.519 -2.388
H 6.169 -3.766 -0.557
H 5.167 -3.151 1.651
H 2.622 -2.997 1.815
H 3.264 1.308 -0.756
H 4.759 2.171 1.096
H 4.167 1.653 3.514
H 1.906 0.957 4.106
H 0.428 -0.088 2.123
H 0.308 4.289 2.122
H 2.626 5.055 2.376
H 3.018 7.536 2.124
H 1.357 8.971 0.902
H -0.834 8.018 0.453
O -1.631 -0.083 2.408
Se -3.268 -0.640 2.303
O -3.564 -2.083 3.054
O -3.070 -1.007 0.443
O -4.255 0.671 2.452
```

Calculated values
Net charge: -1
Kohn-Sham gap (spin up / spin down) in eV: 6.8 / 6.9
Energy above the lowest of the compared OMol25 structures with the same formula, charge and spin in kcal per mole: 21.6
Multiplicity: 6
E_HOMO (spin up / spin down) in eV: -4.46 / -5.73

Results of the Löwdin charge analysis, in e, for atoms 1 through 6: 1.166, -0.041, -0.210, -0.121, -0.205, -0.044

=====

Entry 8:
DFT (ωB97M-V/def2-TZVPD) results for the molecule C9H9ClN2O2.

The geometry in XYZ format:
```
23
Properties=species:S:1:pos:R:3
C 1.883 2.008 -0.184
C 3.115 1.396 -0.273
C 0.669 1.359 0.118
C 3.161 0.039 -0.061
C 0.824 -0.020 0.472
C 2.076 -0.677 0.384
C -2.622 0.254 0.553
C -0.416 -0.713 0.806
C -1.739 -1.221 -1.139
N -1.505 0.028 1.270
N -2.692 -0.343 -0.668
O -3.292 1.233 0.842
O -1.914 -2.551 -1.090
Cl 2.130 -2.389 0.579
H 1.713 3.014 -0.502
H 3.913 2.150 -0.524
H -0.286 1.781 0.127
H 4.133 -0.434 0.020
H -0.453 -1.627 1.356
H -1.294 -1.053 -2.133
H -1.315 0.663 2.117
H -3.366 -0.055 -1.305
H -2.721 -2.844 -0.764
```

Calculated values
Net charge: 0
Kohn-Sham gap (spin up / spin down) in eV: 7.6 / 7.6
Energy above the lowest of the compared OMol25 structures with the same formula, charge and spin in kcal per mole: 64.6
E_HOMO (spin up / spin down) in eV: -7.81 / -7.80

Results of the Löwdin charge analysis, in e, for atoms 1 through 6: -0.097, -0.093, 0.010, -0.126, -0.223, -0.618